[1]
A molecular structure, C25H35F3KN8O4S, computed with ωB97M-V/def2-TZVPD.

Cartesian coordinates (Å):
K: 0.9404 0.8186 -0.5812
O: -0.4260 5.1588 0.4202
C: -0.1164 3.9757 0.3669
N: -0.3088 3.1341 -0.6769
C: -1.4675 2.9804 -1.3055
O: -2.6114 3.1587 -0.8714
C: -1.3374 2.4653 -2.7450
C: -2.5012 2.3816 -3.5049
C: -2.4100 2.0376 -4.8413
C: -1.1572 1.7856 -5.3789
C: -0.0561 1.8560 -4.5388
N: -0.1318 2.1771 -3.2477
C: 0.6352 3.3925 1.5685
C: 1.1856 4.2431 2.5178
C: 1.8038 3.6914 3.6288
C: 1.8338 2.3137 3.7739
C: 1.2405 1.5373 2.7899
N: 0.6609 2.0661 1.7149
H: -3.4382 2.6116 -3.0184
H: -3.2993 1.9760 -5.4573
H: -1.0275 1.5253 -6.4213
H: 0.9328 1.6150 -4.9100
H: 1.1122 5.3099 2.3601
H: 2.2606 4.3318 4.3741
H: 2.3284 1.8266 4.6023
H: 1.2441 0.4579 2.8664
C: 3.1024 -1.1858 -3.6239
C: 3.1539 -2.1474 -2.4276
N: 2.4746 -1.6025 -1.2600
C: 1.5037 -2.4981 -0.6480
C: 0.2775 -2.7224 -1.5331
N: -0.2677 -1.4767 -2.0718
C: -0.5241 -1.4837 -3.5036
C: 0.7652 -1.6047 -4.3255
N: 1.7907 -0.6397 -3.9452
H: 3.5092 -1.6860 -4.5099
H: 3.7588 -0.3363 -3.4164
H: 4.2035 -2.3795 -2.2099
H: 2.6919 -3.0996 -2.7082
H: 3.1252 -1.3172 -0.5317
H: 1.1906 -2.0585 0.3006
H: 1.9441 -3.4793 -0.4132
H: -0.4745 -3.2683 -0.9546
H: 0.5526 -3.3685 -2.3705
H: -1.0947 -1.1952 -1.5592
H: -1.0276 -0.5477 -3.7540
H: -1.1890 -2.3052 -3.8182
H: 0.4883 -1.4725 -5.3791
H: 1.1521 -2.6265 -4.2438
H: 1.4632 -0.1334 -3.1314
C: -3.7091 -1.7195 4.0891
N: -2.3994 -1.5677 3.4744
C: -1.6037 -2.7820 3.5042
C: -2.2360 -0.6845 2.4372
S: -1.3621 -1.0726 1.0645
N: -2.7897 0.5370 2.6044
C: -2.9067 1.1468 3.9213
C: -2.8003 1.4993 1.5035
H: -4.1575 -2.6661 3.7682
H: -4.3700 -0.9129 3.7872
H: -3.6345 -1.7276 5.1792
H: -1.6093 -3.1636 4.5267
H: -0.5815 -2.5705 3.2046
H: -2.0078 -3.5475 2.8332
H: -2.4978 0.4889 4.6830
H: -3.9459 1.3810 4.1675
H: -2.3354 2.0775 3.9264
H: -3.0464 1.0104 0.5678
H: -1.8268 1.9757 1.3823
H: -3.5502 2.2586 1.7191
F: 4.1639 -3.0039 1.0839
C: 3.6657 -2.6087 2.2776
F: 4.5079 -3.0802 3.2140
F: 2.4930 -3.2769 2.4402
C: 3.4259 -1.0599 2.3782
O: 3.4143 -0.6318 3.5333
O: 3.2402 -0.4923 1.2821

Properties
- Energy: -3010.562747 hartree
- Net charge: -1
- ΔE to the lowest compared entry with this formula, charge and spin: 0.7712 eV
- Maximum force: 0.0126 hartree/bohr

=====

[2]
A molecular structure, C25H35GeN3OSSnTe, computed with ωB97M-V/def2-TZVPD.

Cartesian coordinates (Å):
Sn: 1.3243 1.5960 -0.2178
O: 4.1999 0.1926 -0.1335
N: 4.7274 0.2356 1.1593
C: 5.7642 -0.6656 1.3604
C: 5.9552 -1.2690 2.5655
C: 5.0636 -1.0178 3.6267
C: 4.0092 -0.1128 3.3987
C: 3.8128 0.5185 2.1932
S: 2.6527 1.8118 1.9965
H: 6.4196 -0.7874 0.5093
H: 6.8104 -1.9222 2.6890
H: 5.1857 -1.4979 4.5879
H: 3.3229 0.1436 4.1961
C: 0.1290 6.4187 -1.4905
Ge: -0.0043 4.4639 -1.7057
C: 0.5382 4.0606 -3.5602
C: -1.9395 4.0513 -1.6770
C: 1.0340 3.5748 -0.3856
H: -0.4408 6.9464 -2.2600
H: 1.1739 6.7307 -1.5553
H: -0.2529 6.7135 -0.5104
H: -0.1060 4.5582 -4.2913
H: 0.4845 2.9809 -3.7244
H: 1.5716 4.3729 -3.7245
H: -2.5039 4.7909 -2.2531
H: -2.3157 4.0473 -0.6505
H: -2.1264 3.0699 -2.1226
H: 1.5390 4.2486 0.3076
Te: -2.2533 0.5640 -0.3804
C: -4.3670 0.7680 -0.4858
C: -5.1264 0.8824 0.6760
C: -6.5078 1.0063 0.6042
C: -7.1429 1.0301 -0.6306
C: -6.3917 0.9298 -1.7928
C: -5.0099 0.7971 -1.7203
C: -2.3765 -1.4494 0.2586
C: -2.6883 -2.4616 -0.6436
C: -2.7227 -3.7850 -0.2270
C: -2.4364 -4.1081 1.0942
C: -2.1252 -3.1012 1.9972
C: -2.0995 -1.7751 1.5815
H: -4.6339 0.8768 1.6411
H: -7.0878 1.0919 1.5152
H: -8.2201 1.1307 -0.6863
H: -6.8795 0.9540 -2.7599
H: -4.4263 0.7205 -2.6301
H: -2.8867 -2.2147 -1.6797
H: -2.9646 -4.5668 -0.9376
H: -2.4589 -5.1420 1.4179
H: -1.8975 -3.3451 3.0282
H: -1.8388 -0.9923 2.2838
N: 3.5379 -2.7630 -0.0062
C: 2.8148 -2.9342 1.2600
C: 1.4876 -2.1965 1.1436
N: 0.6852 -2.6450 0.0076
C: 1.4504 -2.6019 -1.2310
C: 2.7875 -3.3269 -1.1291
H: 4.4619 -3.1702 0.0597
H: 3.8381 -0.7328 -0.1961
H: 3.4161 -2.5114 2.0688
H: 2.6395 -4.0011 1.4755
H: 1.7110 -1.1325 1.0012
H: 0.8995 -2.2983 2.0570
H: 0.3298 -3.5802 0.1766
H: 1.6332 -1.5473 -1.4627
H: 0.8485 -3.0176 -2.0422
H: 3.3665 -3.1999 -2.0470
H: 2.6053 -4.4055 -0.9876

Properties
- Energy: -4170.441175 hartree
- ⟨S²⟩: 0.78
- Net charge: -1
- ΔE to the lowest compared entry with this formula, charge and spin: 0.0309 eV
- Maximum force: 0.0133 hartree/bohr
- 2S+1: 2

=====

[3]
A single C25H35N3O5 molecule in a non-equilibrium geometry, computed with ωB97M-V/def2-TZVPD.

Cartesian coordinates (Å):
C: -0.7650 -4.4561 -3.4807
C: -0.6673 -4.0588 -2.0515
C: 0.0327 -4.5845 -1.0088
C: -0.2563 -3.7750 0.1187
C: -1.1123 -2.8111 -0.3186
C: -1.8162 -1.6921 0.3816
C: -1.2538 -1.4493 1.8012
O: -1.9807 -1.4754 2.7746
N: 0.0557 -1.1926 1.8243
C: 0.7849 -0.8579 3.0294
C: 1.9586 -1.8187 3.2210
C: 2.7426 -1.4583 4.4794
C: 3.2432 -0.0192 4.4052
C: 2.0724 0.9404 4.2170
C: 1.2875 0.5859 2.9579
N: -1.7971 -0.4669 -0.4248
C: -2.9914 0.3539 -0.3700
C: -2.9676 1.2867 0.8452
C: -4.1405 2.2720 0.8745
C: -5.4733 1.5521 1.0657
C: -3.9251 3.2811 2.0008
C: -0.6551 -0.0752 -1.0143
O: 0.4048 -0.6781 -0.8928
C: -0.7164 1.1570 -1.9126
N: 0.6064 1.4661 -2.3857
C: 1.1119 2.7187 -2.2778
O: 0.4458 3.6796 -1.9358
C: 2.5274 2.8304 -2.6598
C: 3.3288 3.9410 -2.7301
C: 4.5951 3.4862 -3.1552
C: 4.4741 2.1378 -3.3116
O: 3.2337 1.7302 -3.0161
O: -1.3748 -2.9844 -1.6347
H: -0.3920 -3.6590 -4.1230
H: -0.1778 -5.3532 -3.6509
H: -1.8019 -4.6496 -3.7527
H: 0.6781 -5.4383 -1.0344
H: 0.1195 -3.8980 1.1130
H: -2.8720 -1.9628 0.5108
H: 0.5571 -1.1700 0.9415
H: 0.0778 -0.9629 3.8592
H: 1.5844 -2.8417 3.2931
H: 2.6128 -1.7575 2.3478
H: 3.5859 -2.1418 4.5961
H: 2.0956 -1.5721 5.3518
H: 3.7868 0.2324 5.3179
H: 3.9339 0.0821 3.5650
H: 2.4374 1.9668 4.1463
H: 1.4103 0.8785 5.0834
H: 0.4372 1.2611 2.8418
H: 1.9284 0.6952 2.0794
H: -3.8527 -0.3144 -0.3116
H: -3.0836 0.9343 -1.2888
H: -2.0321 1.8518 0.8296
H: -2.9772 0.6870 1.7571
H: -4.1656 2.8146 -0.0778
H: -5.7092 0.9204 0.2132
H: -6.2773 2.2756 1.1786
H: -5.4414 0.9333 1.9595
H: -4.7411 3.9990 2.0314
H: -3.8800 2.7699 2.9598
H: -2.9955 3.8266 1.8565
H: -1.0815 2.0395 -1.3791
H: -1.3824 0.9496 -2.7608
H: 1.2354 0.6789 -2.4764
H: 3.0319 4.9439 -2.5045
H: 5.4717 4.0775 -3.3216
H: 5.1765 1.3872 -3.6174

Properties
- SMILES: Cc1ccc([C@@H](C(=O)NC2CCCCC2)N(CCC(C)C)C(=O)CNC(=O)c2ccco2)o1
- Energy: -1514.154257 hartree
- Net charge: 0
- Maximum force: 0.0254 hartree/bohr

=====

[4]
A molecular structure, C25H36BFeNO10PSe2 in a non-equilibrium geometry, computed with ωB97M-V/def2-TZVPD.

Cartesian coordinates (Å):
Fe: -1.4820 0.8966 -1.5309
C: -4.2865 -2.9761 3.2883
Se: -3.3241 -3.9938 1.8972
C: -3.3788 -2.6595 0.4686
C: -2.2919 -3.0115 -0.5461
Se: -2.0692 -1.7290 -1.9298
C: -3.6670 -2.2262 -2.8410
H: -4.5100 -3.6903 4.1051
H: -5.2689 -2.5585 2.8760
H: -3.6622 -2.1302 3.5484
H: -3.1986 -1.7158 1.0237
H: -4.3359 -2.6388 0.0004
H: -2.3376 -4.0079 -0.9313
H: -1.3920 -2.9436 0.0532
H: -3.6406 -3.0777 -3.4693
H: -3.9087 -1.4578 -3.6039
H: -4.5398 -2.2112 -2.1603
O: -1.5419 0.9053 1.4302
C: -1.4826 1.9171 0.3088
C: -2.8231 2.6492 0.4461
C: -2.9262 3.4458 1.5540
C: -4.0592 4.3113 1.7571
C: -4.9863 4.3693 0.6479
C: -4.8478 3.5980 -0.4801
C: -3.7701 2.6920 -0.6256
O: -3.4277 2.0784 -1.6617
N: -4.0564 5.1256 2.8773
O: -4.8837 6.0693 2.9274
O: -3.2565 4.9202 3.8101
H: -0.6287 2.6514 0.5225
H: -2.2232 3.2597 2.3394
H: -5.8485 4.9760 0.6190
H: -5.5270 3.6652 -1.3468
O: -0.3390 -0.8864 2.6405
B: -0.4177 0.2988 1.8684
O: 0.8873 0.9118 1.9443
C: 1.7657 -0.0586 2.4535
C: 3.1464 -0.1155 2.6640
C: 3.7196 -1.2267 3.2103
C: 2.9393 -2.3473 3.6077
C: 1.5418 -2.3362 3.4141
C: 1.0157 -1.1354 2.8389
H: 3.6610 0.7798 2.3922
H: 4.7908 -1.3694 3.1414
H: 3.4068 -3.2637 3.9594
H: 0.8476 -3.1061 3.7524
C: 2.3749 -3.1510 -0.8085
C: 3.0259 -2.2290 -1.8483
C: 4.4579 -1.7445 -1.4434
C: 3.0351 -2.8592 -3.2225
O: 2.2119 -1.0842 -2.0837
P: 1.1524 -0.0989 -1.4195
O: 0.2049 0.5131 -2.5043
O: 0.2770 -0.7799 -0.3796
O: 2.0576 1.0383 -0.8144
C: 2.6549 2.1615 -1.5924
C: 1.7502 3.3474 -1.2429
C: 3.9805 2.3504 -0.9191
C: 2.7867 1.9560 -3.0683
H: 3.1093 -3.9063 -0.5569
H: 1.4508 -3.6432 -1.1145
H: 2.2249 -2.5708 0.1374
H: 5.1019 -2.5660 -0.9641
H: 4.4055 -0.9933 -0.6955
H: 5.0714 -1.3442 -2.2562
H: 3.6848 -3.7164 -3.2519
H: 3.3918 -2.1001 -3.8823
H: 2.0169 -3.1030 -3.4637
H: 1.6279 3.4506 -0.1806
H: 0.7734 3.3199 -1.7133
H: 2.2323 4.2722 -1.5330
H: 3.9155 2.3572 0.1752
H: 4.4555 3.3034 -1.2659
H: 4.6532 1.5005 -1.0564
H: 1.7740 1.9805 -3.5715
H: 3.2742 0.9760 -3.3337
H: 3.4840 2.7151 -3.3871

Properties
- Energy: -8214.357187 hartree
- ⟨S²⟩: 6.01
- Net charge: -1
- ΔE to the lowest compared entry with this formula, charge and spin: 0.0000 eV
- Maximum force: 0.0641 hartree/bohr
- 2S+1: 5

=====

[5]
A molecular structure, C25H36Cl4GeN2O2SiW in a non-equilibrium geometry, computed with ωB97M-V/def2-TZVPD.

Cartesian coordinates (Å):
W: -0.1143 0.2993 0.2602
Cl: -4.9164 -3.4831 -2.5375
C: -3.7040 -2.3153 -2.2618
C: -3.4511 -1.3302 -3.2287
Cl: -4.3795 -1.2889 -4.6619
C: -2.4560 -0.3637 -3.0273
Cl: -2.1691 0.8695 -4.1811
C: -1.7246 -0.3979 -1.8416
O: -0.7172 0.4142 -1.4803
C: -2.0230 -1.3521 -0.8361
O: -1.2976 -1.1630 0.2675
C: -2.9943 -2.3284 -1.0522
Cl: -3.3208 -3.4855 0.1632
C: 0.7090 -4.7672 5.8560
C: 0.3787 -4.5243 4.3919
C: 0.9809 -3.1991 3.9123
C: 0.7073 -2.9417 2.4324
Ge: 1.1274 -1.0193 1.9529
C: 3.1401 -0.8160 1.7084
C: 4.0372 -1.1857 2.8877
C: 3.8518 -0.2624 4.0873
C: 4.8001 -0.6154 5.2253
H: 0.2442 -5.6928 6.1879
H: 0.3377 -3.9635 6.4848
H: 1.7807 -4.8510 6.0016
H: -0.7027 -4.4987 4.2586
H: 0.7779 -5.3353 3.7830
H: 2.0555 -3.2034 4.0916
H: 0.5504 -2.3956 4.5159
H: -0.3443 -3.1452 2.2059
H: 1.3086 -3.6120 1.8136
H: 0.8684 -0.3764 3.3523
H: 3.3563 0.2146 1.3979
H: 3.3867 -1.4608 0.8561
H: 5.0784 -1.1384 2.5559
H: 3.8413 -2.2158 3.1857
H: 2.8186 -0.3466 4.4374
H: 4.0201 0.7713 3.7748
H: 4.6349 -1.6354 5.5620
H: 4.6558 0.0560 6.0666
H: 5.8334 -0.5259 4.9046
C: -2.4858 2.8574 0.1281
Si: -1.8343 1.6176 1.4660
C: -3.2144 0.4072 2.0593
C: -0.9038 2.3983 2.9766
C: -1.6619 2.9177 4.0240
C: -1.0497 3.4752 5.1324
C: 0.3319 3.5275 5.2131
C: 1.1047 3.0046 4.1867
C: 0.4919 2.4424 3.0800
H: -3.2574 3.5026 0.5440
H: -2.9339 2.3335 -0.7188
H: -1.7006 3.5060 -0.2637
H: -3.9602 0.9025 2.6772
H: -2.8030 -0.4172 2.6475
H: -3.7456 -0.0274 1.2116
H: -2.7376 2.8782 3.9755
H: -1.6519 3.8602 5.9388
H: 0.8047 3.9632 6.0765
H: 2.1814 3.0201 4.2646
H: 1.1204 2.0259 2.2836
C: 2.3592 4.7546 0.2201
N: 2.8196 3.4906 -0.3474
C: 4.1635 3.5096 -0.8961
C: 2.0944 2.4449 -0.3349
N: 1.1712 1.6968 -0.0926
H: 2.4221 5.5353 -0.5383
H: 3.0047 5.0310 1.0559
H: 1.3329 4.6635 0.5682
H: 4.2362 4.2861 -1.6573
H: 4.4130 2.5485 -1.3374
H: 4.8758 3.7361 -0.0996

Properties
- Energy: -5507.812677 hartree
- Net charge: +2
- Maximum force: 0.0980 hartree/bohr

=====

[6]
3 unconnected molecules or ions with the total composition C25H36ClF3O14P2S3 in a non-equilibrium geometry, computed with ωB97M-V/def2-TZVPD.

Cartesian coordinates (Å):
C: -3.1173 -2.7037 -2.1389
C: -2.9519 -2.1824 -0.5734
C: -2.0695 -3.3255 0.2604
O: -0.6662 -2.8663 0.4339
C: 0.0695 -2.9818 -0.8325
C: 1.6870 -2.5718 -0.7040
S: 2.4820 -4.1529 -1.3141
O: 4.0268 -4.1518 -1.3525
O: 2.0331 -5.3315 -0.3636
C: 1.9249 -4.6954 -3.0413
F: 3.1636 -4.8390 -3.8950
F: 1.0640 -3.7182 -3.7412
F: 1.3319 -6.0637 -2.9818
C: 2.1426 -1.2419 -1.6126
O: 2.0327 -1.0165 -2.9219
O: 2.7125 -0.1473 -0.7574
C: 1.9505 -0.2695 0.5303
C: 0.4514 0.3675 0.3865
C: 0.3538 1.8037 -0.3941
O: 1.3628 2.5561 -0.8362
C: -1.1675 2.4640 -0.6183
C: -1.9579 2.8373 0.8080
C: -3.4393 3.5402 0.8017
C: -4.1546 3.8383 -0.6471
C: -3.3556 3.4738 -2.0513
C: -1.8379 2.7758 -2.0807
P: 2.6618 0.6264 2.0862
O: 2.3475 -0.1691 3.4545
O: 1.9207 2.2189 2.3595
O: 4.3934 0.9937 1.9262
C: 2.1079 -1.9239 0.7429
P: 3.9115 -2.2384 1.4132
O: 5.0994 -1.7708 0.1769
Cl: 4.1550 -4.3354 1.9011
H: -2.3605 -2.1871 -2.8745
H: -4.2137 -2.4607 -2.4936
H: -2.9774 -3.8724 -2.2526
H: -3.9677 -1.9613 -0.0360
H: -2.2950 -1.2005 -0.6102
H: -2.6023 -3.5066 1.3131
H: -2.1080 -4.3761 -0.2990
H: -0.3889 -2.2758 -1.6740
H: -0.0897 -4.0816 -1.2210
H: -0.3529 -0.3344 -0.0962
H: 0.0693 0.5706 1.4996
H: -1.4392 2.6305 1.8607
H: -4.0001 3.8257 1.8016
H: -5.2158 4.3488 -0.6581
H: -3.9073 3.7494 -3.0519
H: -1.2534 2.5384 -3.0718
H: 1.0265 2.0173 2.8108
H: 4.3713 1.9155 1.4992
H: 1.4903 -2.1614 1.7072
H: 5.2278 -0.7694 0.1892
O: -5.8375 2.2346 -2.8385
S: -6.7986 3.3055 -2.9983
O: -6.5081 4.6722 -2.6133
C: -7.3804 3.2953 -4.6827
C: -8.5683 2.3449 -4.6639
C: -9.3497 2.6836 -3.3952
C: -8.3417 2.8003 -2.2532
H: -6.5816 2.9714 -5.3520
H: -7.6941 4.3127 -4.9346
H: -9.1842 2.4535 -5.5614
H: -8.2182 1.3068 -4.6163
H: -9.8668 3.6413 -3.5302
H: -10.1105 1.9282 -3.1747
H: -8.6517 3.5471 -1.5178
H: -8.1811 1.8371 -1.7611
O: 6.3227 -2.0535 5.2621
S: 7.0124 -1.1630 4.3525
O: 7.0069 -1.3640 2.9172
C: 6.4986 0.5076 4.6998
C: 7.4695 0.9844 5.7697
C: 8.8467 0.4905 5.3290
C: 8.6979 -0.9719 4.9129
H: 5.4580 0.5179 5.0286
H: 6.6092 1.0897 3.7800
H: 7.4442 2.0725 5.8793
H: 7.2097 0.5397 6.7378
H: 9.1905 1.0844 4.4734
H: 9.5899 0.6009 6.1248
H: 9.3822 -1.2307 4.1009
H: 8.8521 -1.6466 5.7595

Properties
- SMILES: CCCOC[C@@]1(S(=O)(=O)C(F)(F)F)C(=O)O[C@](CC(=O)c2ccccc2)(P(=O)(O)O)[C@@H]1P(O)Cl.O=S1(=O)CCCC1.O=S1(=O)CCCC1
- Energy: -4663.991182 hartree
- Net charge: 0
- ΔE to the lowest compared entry with this formula, charge and spin: 19.1155 eV
- Maximum force: 0.1909 hartree/bohr